(1)
A structure of composition C31H43AgN3O4P2, computed with ωB97M-V/def2-TZVPD.

Cartesian coordinates (Å):
Ag  1.007  0.587  0.142
C  -0.664  2.324  -3.791
C  -0.687  3.241  -2.574
C  0.515  4.178  -2.586
P  -0.615  2.172  -1.038
C  -1.021  3.396  0.337
C  -1.917  4.598  0.055
C  -1.604  2.567  1.475
C  -2.145  1.202  -1.154
C  -3.376  1.805  -1.380
C  -4.572  1.116  -1.268
C  -5.887  1.800  -1.514
C  -4.510  -0.214  -0.853
C  -3.306  -0.848  -0.670
C  -2.070  -0.193  -0.886
N  -0.869  -0.800  -0.782
C  -0.678  -2.088  -1.121
C  -1.533  -2.815  -1.988
C  -1.307  -4.129  -2.310
C  -0.200  -4.820  -1.817
C  0.031  -6.271  -2.131
C  0.705  -4.103  -1.054
C  0.497  -2.775  -0.707
P  1.776  -1.851  0.187
C  2.185  -3.067  1.567
C  0.905  -3.334  2.355
C  3.263  -2.509  2.491
C  3.245  -2.043  -0.962
C  4.311  -1.022  -0.579
C  2.773  -1.778  -2.387
H  -0.642  2.906  -4.713
H  -1.542  1.680  -3.800
H  0.225  1.693  -3.756
H  -1.616  3.822  -2.573
H  1.433  3.594  -2.539
H  0.504  4.853  -1.733
H  0.529  4.774  -3.499
H  -0.032  3.756  0.652
H  -2.921  4.284  -0.222
H  -1.517  5.239  -0.726
H  -2.000  5.194  0.964
H  -2.634  2.293  1.251
H  -1.573  3.109  2.420
H  -1.029  1.645  1.572
H  -3.410  2.848  -1.667
H  -5.760  2.662  -2.168
H  -6.319  2.154  -0.574
H  -6.601  1.117  -1.973
H  -5.432  -0.758  -0.681
H  -3.290  -1.876  -0.332
H  -2.380  -2.302  -2.425
H  -1.998  -4.642  -2.969
H  -0.908  -6.762  -2.381
H  0.474  -6.783  -1.278
H  0.711  -6.389  -2.978
H  1.606  -4.602  -0.720
H  2.536  -4.007  1.123
H  0.657  -2.461  2.955
H  1.030  -4.188  3.023
H  0.076  -3.539  1.679
H  3.049  -1.467  2.725
H  4.246  -2.563  2.031
H  3.296  -3.075  3.424
H  3.651  -3.060  -0.887
H  3.882  -0.019  -0.595
H  5.142  -1.060  -1.284
H  4.699  -1.194  0.421
H  2.228  -0.831  -2.416
H  2.104  -2.563  -2.733
H  3.622  -1.713  -3.066
O  2.990  3.199  5.334
C  1.820  2.652  5.533
O  1.190  2.816  6.560
C  1.278  1.766  4.470
C  0.161  0.970  4.646
N  -0.009  0.275  3.511
N  0.914  0.584  2.600
C  1.710  1.486  3.146
C  2.857  2.074  2.340
O  3.720  2.722  2.977
O  2.850  1.873  1.122
H  3.370  3.008  4.366
H  -0.493  0.899  5.490
H  -0.708  -0.421  3.296

Its HOMO energy is -0.1422 Ha. Its total charge is -1. The total energy comes out at -2502.1341 hartree. The energy relative to the best compared isomer or geometry (same formula, charge and spin) is 24.3 kJ/mol. The value obtained for the largest force on an atom is 0.96 eV/A. For the frontier orbital gap, the calculation gives 6.46 eV.


(2)
A structure of composition C31H43BGaN4O13P2, computed with ωB97M-V/def2-TZVPD.

Cartesian coordinates (Å):
Ga  -0.461  -0.577  -1.348
O  1.736  -1.270  -4.425
P  1.073  -2.411  -3.497
O  1.809  -3.667  -3.657
O  0.892  -1.817  -2.107
O  -0.433  -2.577  -4.127
P  -1.542  -1.423  -4.309
O  -1.000  -0.589  -5.592
O  -2.864  -2.020  -4.568
O  -1.360  -0.429  -3.176
H  1.296  -0.418  -4.303
H  -1.016  -1.151  -6.374
C  5.317  -0.940  4.203
O  4.143  -1.387  3.559
C  3.069  -1.704  4.341
C  3.086  -1.751  5.722
C  1.922  -2.069  6.422
C  0.757  -2.323  5.728
C  0.736  -2.274  4.335
C  1.887  -1.974  3.622
N  1.986  -1.900  2.228
C  0.895  -1.671  1.369
N  -0.040  -2.641  1.400
C  -1.216  -2.784  0.626
C  -1.572  -1.989  -0.454
C  -2.775  -2.327  -1.099
C  -3.567  -3.385  -0.705
C  -3.194  -4.169  0.385
C  -2.024  -3.861  1.044
O  -1.555  -4.560  2.140
C  -2.196  -5.777  2.449
N  0.795  -0.626  0.636
C  1.822  0.341  0.723
C  2.893  0.250  -0.167
C  3.964  1.123  -0.107
C  3.972  2.122  0.859
C  2.899  2.251  1.722
C  1.806  1.386  1.657
O  0.833  1.645  2.578
C  -0.531  1.277  2.357
H  5.750  -1.724  4.830
H  5.117  -0.055  4.814
H  6.017  -0.683  3.412
H  3.996  -1.535  6.263
H  1.941  -2.105  7.503
H  -0.155  -2.558  6.260
H  -0.190  -2.460  3.810
H  2.814  -1.401  1.931
H  0.205  -3.464  1.926
H  -3.085  -1.757  -1.965
H  -4.468  -3.624  -1.256
H  -3.809  -5.001  0.697
H  -1.618  -6.235  3.249
H  -2.215  -6.445  1.583
H  -3.220  -5.612  2.795
H  2.841  -0.530  -0.919
H  4.778  1.028  -0.813
H  4.802  2.814  0.928
H  2.869  3.035  2.469
H  -1.098  1.873  3.070
H  -0.704  0.220  2.556
H  -0.864  1.516  1.348
C  -0.833  4.652  -2.379
C  0.132  3.690  -1.707
C  0.652  4.295  -0.409
O  -0.601  2.504  -1.352
B  0.180  1.387  -1.610
O  1.345  1.754  -2.257
C  1.261  3.139  -2.638
C  2.625  3.772  -2.424
C  0.894  3.161  -4.118
H  -1.600  4.945  -1.660
H  -1.327  4.185  -3.229
H  -0.317  5.553  -2.719
H  -0.200  4.506  0.239
H  1.197  5.225  -0.585
H  1.306  3.596  0.112
H  2.982  3.604  -1.410
H  2.589  4.847  -2.620
H  3.342  3.322  -3.112
H  -0.040  2.625  -4.292
H  1.680  2.651  -4.677
H  0.800  4.179  -4.500
C  -4.136  1.346  -2.636
N  -4.741  1.312  -1.310
C  -6.180  1.397  -1.166
C  -3.982  1.000  -0.239
O  -2.789  0.766  -0.260
H  -4.699  2.044  -3.257
H  -4.129  0.362  -3.108
H  -3.105  1.676  -2.545
H  -6.594  1.851  -2.064
H  -6.451  2.022  -0.314
H  -6.646  0.415  -1.042
H  -4.560  0.991  0.702

Its HOMO energy is -0.1985 Ha. Its total charge is -1. The total energy comes out at -5037.1202 hartree. The energy relative to the best compared isomer or geometry (same formula, charge and spin) is 0.0 kJ/mol. The value obtained for the largest force on an atom is 0.46 eV/A. For the frontier orbital gap, the calculation gives 7.72 eV.


(3)
A structure of composition C31H43Cl2N2PPt, computed with ωB97M-V/def2-TZVPD.

Cartesian coordinates (Å):
P  -0.190  1.026  -1.509
C  -1.878  0.350  -1.831
C  -2.431  1.090  -3.044
C  -3.899  0.623  -3.230
C  -3.996  -0.919  -3.306
C  -3.338  -1.684  -2.142
C  -1.896  -1.207  -1.888
C  1.288  0.191  -2.154
C  1.307  0.504  -3.631
C  2.735  0.088  -4.126
C  3.012  -1.403  -3.803
C  2.864  -1.753  -2.309
C  1.510  -1.303  -1.720
C  -0.034  2.857  -1.080
C  -1.121  3.278  -0.053
C  -1.155  4.829  -0.038
C  0.199  5.449  0.345
C  1.395  4.808  -0.386
C  1.293  3.255  -0.378
H  -2.402  0.607  -0.876
H  -1.814  0.842  -3.932
H  -2.345  2.180  -2.884
H  -4.256  1.033  -4.184
H  -4.509  1.018  -2.392
H  -5.048  -1.204  -3.390
H  -3.524  -1.239  -4.239
H  -3.930  -1.592  -1.216
H  -3.290  -2.737  -2.443
H  -1.513  -1.652  -0.952
H  -1.258  -1.560  -2.715
H  2.103  0.751  -1.643
H  3.489  0.706  -3.586
H  1.141  1.593  -3.738
H  0.484  -0.010  -4.170
H  2.795  0.271  -5.206
H  4.028  -1.637  -4.138
H  2.340  -2.024  -4.413
H  2.978  -2.840  -2.195
H  3.661  -1.242  -1.741
H  1.537  -1.423  -0.622
H  0.703  -1.967  -2.079
H  -0.174  3.251  -2.102
H  -2.119  2.897  -0.333
H  -0.853  2.849  0.931
H  -1.412  5.184  -1.053
H  -1.940  5.161  0.657
H  0.353  5.367  1.430
H  0.178  6.520  0.122
H  2.337  5.104  0.097
H  1.408  5.170  -1.431
H  2.179  2.830  -0.884
H  1.261  2.863  0.652
Pt  -0.167  -0.505  2.621
Cl  1.953  0.525  1.950
Cl  -2.503  0.120  1.889
C  -0.798  -2.067  1.468
H  -1.878  -2.201  1.198
C  -0.027  -3.268  1.521
C  1.346  -3.054  1.750
C  2.211  -4.144  1.739
C  1.732  -5.433  1.532
C  0.367  -5.663  1.341
C  -0.542  -4.603  1.358
H  1.704  -2.019  1.902
H  3.261  -3.945  1.884
H  0.006  -6.662  1.158
H  -1.612  -4.758  1.225
H  2.428  -6.269  1.525
N  3.609  0.334  7.596
C  2.530  0.208  7.150
C  1.232  0.034  6.552
C  0.057  -0.194  7.306
C  -1.154  -0.335  6.598
C  -1.191  -0.278  5.223
N  -0.030  -0.096  4.560
C  1.188  0.060  5.153
H  0.091  -0.275  8.410
H  -2.086  -0.503  7.149
H  -2.058  -0.368  4.643
H  2.073  0.206  4.548

Its HOMO energy (spin up / spin down) is -0.2104 / -0.2808 Ha. Its total charge is 0. The total energy comes out at -2697.4448 hartree. The energy relative to the best compared isomer or geometry (same formula, charge and spin) is 258.4 kJ/mol. The value obtained for the largest force on an atom is 3.06 eV/A. Its spin multiplicity is 5. For the frontier orbital gap (spin up / spin down), the calculation gives 5.50 / 5.98 eV.


(4)
A structure of composition C31H43Cl2O2P3Zr, computed with ωB97M-V/def2-TZVPD.

Cartesian coordinates (Å):
P  1.591  1.580  -3.188
C  3.230  1.469  -2.436
C  4.100  0.784  -3.337
H  3.684  0.019  -4.002
C  5.430  1.173  -3.453
H  6.017  0.799  -4.295
C  5.966  2.080  -2.521
H  7.001  2.420  -2.650
C  5.186  2.535  -1.455
H  5.651  3.155  -0.689
C  3.819  2.222  -1.394
H  3.233  2.562  -0.549
C  0.656  0.021  -3.050
C  1.179  -1.178  -2.532
H  2.023  -1.147  -1.843
C  0.608  -2.396  -2.897
H  1.042  -3.323  -2.541
C  -0.498  -2.432  -3.736
H  -0.876  -3.380  -4.119
C  -1.121  -1.243  -4.112
H  -2.006  -1.252  -4.742
C  -0.594  -0.019  -3.713
H  -1.124  0.920  -3.924
C  0.593  2.997  -2.602
C  0.681  3.930  -3.664
H  1.421  3.765  -4.457
C  -0.211  4.986  -3.774
H  -0.170  5.593  -4.679
C  -1.153  5.208  -2.760
H  -1.854  6.041  -2.864
C  -1.178  4.368  -1.646
H  -1.883  4.578  -0.847
C  -0.322  3.259  -1.551
H  -0.348  2.662  -0.642
Zr  0.036  -0.497  3.316
C  -1.953  -1.395  2.448
C  -2.349  -1.317  1.174
H  -2.561  -1.912  3.198
C  -1.491  -0.487  0.176
O  -2.332  0.742  -0.232
H  -1.849  1.194  -0.902
C  -0.301  -0.014  0.845
H  -1.269  -1.015  -0.764
C  0.628  0.410  1.585
Cl  -0.682  -1.191  5.564
Cl  2.098  0.519  4.120
P  1.574  -2.393  2.355
C  2.456  -2.880  3.870
H  1.753  -3.264  4.619
H  2.983  -2.010  4.284
H  3.166  -3.653  3.562
C  0.507  -3.790  1.929
H  0.083  -3.617  0.931
H  -0.319  -3.868  2.645
H  1.123  -4.694  1.937
C  2.852  -2.421  1.090
H  3.343  -1.442  1.041
H  2.405  -2.661  0.118
H  3.572  -3.193  1.388
P  -3.830  -2.064  0.508
C  -4.352  -3.107  1.831
C  -3.375  -2.980  -0.945
H  -4.417  -2.570  2.781
H  -3.674  -3.955  1.961
H  -5.341  -3.458  1.534
H  -3.047  -2.309  -1.752
H  -4.310  -3.491  -1.210
H  -2.576  -3.704  -0.721
C  -5.028  -0.807  0.135
H  -5.306  -0.263  1.050
H  -5.877  -1.381  -0.262
H  -4.626  -0.095  -0.600
H  1.606  0.891  1.632
C  -0.301  2.691  5.135
C  -1.571  2.323  4.425
O  -1.235  1.444  3.313
H  0.267  1.807  5.434
H  -0.511  3.272  6.031
H  0.342  3.283  4.483
H  -2.216  1.705  5.050
H  -2.107  3.196  4.033
H  -1.758  1.663  2.516

Its HOMO energy is -0.4301 Ha. Its total charge is +2. The total energy comes out at -3348.4447 hartree. The energy relative to the best compared isomer or geometry (same formula, charge and spin) is 464.6 kJ/mol. The value obtained for the largest force on an atom is 8.26 eV/A. For the frontier orbital gap, the calculation gives 4.12 eV.


(5)
A structure of composition C31H43F4N2O2PRbS, computed with ωB97M-V/def2-TZVPD.

Cartesian coordinates (Å):
Rb  -0.679  -1.038  0.639
C  -3.230  -3.850  0.247
N  -2.970  -3.109  1.466
C  -2.641  -3.992  2.562
C  -4.053  -2.193  1.776
C  -3.839  -1.351  3.028
N  -2.526  -0.747  3.001
C  -2.172  0.118  3.932
C  -0.825  0.605  3.921
F  0.012  0.070  2.983
C  -0.315  1.538  4.780
F  0.983  1.925  4.627
C  -1.078  2.098  5.795
C  -2.380  1.627  5.874
F  -3.186  2.120  6.851
C  -2.913  0.695  5.013
F  -4.212  0.327  5.217
H  -4.103  -4.523  0.346
H  -2.348  -4.427  -0.028
H  -3.427  -3.156  -0.573
H  -2.312  -3.412  3.425
H  -1.824  -4.648  2.257
H  -3.495  -4.625  2.866
H  -5.014  -2.734  1.887
H  -4.165  -1.522  0.918
H  -3.981  -1.983  3.917
H  -4.659  -0.621  3.052
H  -0.690  2.846  6.470
C  0.540  -5.470  -1.253
P  0.822  -3.595  -1.716
C  0.428  -4.040  -3.469
C  2.536  -3.778  -1.018
O  -0.281  -3.082  -0.776
H  1.160  -6.163  -1.843
H  -0.510  -5.723  -1.430
H  0.746  -5.646  -0.193
H  1.326  -4.385  -3.993
H  0.032  -3.170  -3.988
H  -0.303  -4.848  -3.484
H  3.123  -4.525  -1.558
H  2.372  -4.151  -0.006
H  3.089  -2.843  -0.966
O  0.323  1.512  -0.253
S  1.806  1.484  -0.091
C  2.493  2.768  -1.249
C  1.430  3.256  -2.193
C  0.527  4.226  -1.765
C  -0.483  4.665  -2.608
C  -0.603  4.137  -3.888
C  0.292  3.169  -4.319
C  1.302  2.729  -3.473
C  2.180  2.327  1.505
C  1.452  3.623  1.685
C  0.088  3.610  1.978
C  -0.619  4.801  2.082
C  0.027  6.017  1.899
C  1.390  6.040  1.628
C  2.096  4.849  1.524
H  3.325  2.288  -1.766
H  2.867  3.595  -0.650
H  0.608  4.626  -0.759
H  -1.185  5.413  -2.260
H  -1.396  4.476  -4.543
H  0.202  2.746  -5.311
H  1.990  1.967  -3.810
H  3.267  2.431  1.553
H  1.863  1.596  2.252
H  -0.417  2.663  2.131
H  -1.676  4.776  2.311
H  -0.526  6.944  1.982
H  1.903  6.985  1.500
H  3.163  4.872  1.327
C  1.661  -1.056  -4.743
C  2.296  -1.276  -3.365
C  3.519  -2.188  -3.533
C  1.252  -1.698  -2.289
H  2.373  -0.590  -5.434
H  0.783  -0.411  -4.669
H  1.346  -2.002  -5.191
H  2.699  -0.299  -3.067
H  3.221  -3.203  -3.804
H  4.119  -2.248  -2.625
H  4.165  -1.806  -4.329
H  1.545  -1.193  -1.354
H  0.295  -1.244  -2.574

Its HOMO energy is -0.1436 Ha. Its total charge is -1. The total energy comes out at -2630.1367 hartree. The energy relative to the best compared isomer or geometry (same formula, charge and spin) is 28.9 kJ/mol. The value obtained for the largest force on an atom is 0.81 eV/A. For the frontier orbital gap, the calculation gives 5.90 eV.